13
Properties=species:S:1:pos:R:3 method="wB97M-V/def2-TZVPD" molar_mass_g_mol=85.11 spin_multiplicity=1 lumo_ev=0.923 energy_ha=-286.5563 smiles="C[C@H]1CN1C=O" orbital_gap_ev=10.8 de_lowest_ev=2.050
C 1.657 0.197 0.101
C 0.308 -0.020 -0.522
C -0.502 -1.253 -0.509
N -0.703 -0.257 0.526
C -1.618 0.771 0.686
O -1.496 1.832 0.117
H 1.625 1.201 0.544
H 2.492 0.164 -0.604
H 1.802 -0.526 0.908
H 0.044 0.684 -1.314
H -1.273 -1.338 -1.271
H -0.078 -2.189 -0.167
H -2.358 0.620 1.489